(1)
A single C22H27F2NO3 molecule at a distorted geometry. Source: OMol25; level of theory: ωB97M-V/def2-TZVPD.

Calculated values
lowest unoccupied orbital energy	0.02361	Eh
charge	0
orbital gap	9.09	eV
E_HOMO	-8.45	eV

Element x y z (Å)
F: -4.960 3.069 0.519
F: -5.844 2.686 -1.401
O: -3.862 1.733 -0.908
O: 4.651 -0.741 -1.010
O: -0.782 -2.509 -1.322
N: -1.359 0.234 1.110
C: 0.578 -2.180 -1.194
C: -2.671 0.718 1.509
C: 4.409 1.578 -0.252
C: -1.056 0.439 -0.295
C: -4.642 2.803 -0.778
C: -5.835 -1.358 -0.550
C: -3.823 0.029 0.816
C: 0.942 -1.128 -0.121
C: -1.105 -1.143 1.474
C: 6.501 0.401 -0.172
C: 0.374 -1.480 1.268
C: 5.036 2.695 0.274
C: 3.269 -0.867 -1.270
C: 0.446 0.274 -0.504
C: -4.359 0.517 -0.374
C: 5.140 0.417 -0.480
C: 2.479 -1.123 0.019
C: 6.384 2.676 0.579
C: -5.332 -1.853 0.640
C: 7.115 1.520 0.351
C: -5.352 -0.165 -1.057
C: -4.337 -1.164 1.310
H: -1.337 -1.266 2.537
H: -3.957 -1.548 2.246
H: 6.862 3.552 0.990
H: 0.680 0.486 -1.548
H: 1.163 -3.091 -0.998
H: -5.743 0.241 -1.977
H: -4.128 3.683 -1.194
H: 0.940 -0.910 2.008
H: -2.696 1.790 1.303
H: -1.602 -0.261 -0.945
H: -2.759 0.573 2.590
H: 2.807 -2.083 0.425
H: 4.456 3.590 0.445
H: -1.751 -1.835 0.908
H: 2.894 0.015 -1.800
H: -1.056 -3.004 -0.542
H: 0.863 -1.798 -2.177
H: 2.761 -0.356 0.744
H: 7.055 -0.505 -0.358
H: 8.169 1.491 0.583
H: 0.953 1.007 0.127
H: -1.347 1.455 -0.567
H: 0.534 -2.541 1.476
H: 3.356 1.631 -0.482
H: -5.715 -2.777 1.048
H: 3.201 -1.727 -1.941
H: -6.608 -1.892 -1.082

---

(2)
A single C22H27FN4O molecule. Source: OMol25; level of theory: ωB97M-V/def2-TZVPD.

Calculated values
lowest unoccupied orbital energy	0.01972	Eh
charge	0
orbital gap	7.86	eV
E_HOMO	-7.32	eV

Element x y z (Å)
F: 7.535 -2.747 0.258
O: -0.563 -1.161 1.198
N: -3.960 -1.328 0.441
N: 3.068 0.470 -0.174
N: 0.844 2.247 -0.632
N: -1.831 0.629 0.690
C: -3.067 1.245 0.248
C: 5.599 -2.089 -0.931
C: -1.508 2.852 -0.843
C: 1.789 -0.074 -0.592
C: 2.889 1.627 0.672
C: -0.345 2.557 0.123
C: -3.227 -3.794 -0.578
C: 0.967 0.989 -1.335
C: 6.152 -1.062 1.174
C: 4.161 -0.362 -0.019
C: 6.429 -1.966 0.168
C: -4.561 -3.459 -0.430
C: 2.123 2.689 -0.135
C: 5.023 -0.271 1.080
C: -1.616 -0.699 0.771
C: -2.839 2.712 -0.115
C: -2.678 -1.645 0.302
C: -2.262 -2.877 -0.197
C: -6.311 -1.795 0.286
C: 4.480 -1.289 -1.021
C: -4.886 -2.208 0.093
C: -0.817 1.532 1.190
H: 1.232 -0.437 0.283
H: -0.116 3.482 0.665
H: -1.390 3.854 -1.254
H: -2.942 -4.757 -0.977
H: 3.854 -1.372 -1.895
H: 6.809 -0.990 2.027
H: 5.839 -2.797 -1.708
H: 1.462 1.202 -2.293
H: -6.349 -0.788 0.692
H: -3.829 1.156 1.029
H: -0.023 0.582 -1.541
H: 1.943 -0.923 -1.256
H: 3.863 2.040 0.938
H: -6.845 -1.821 -0.663
H: -1.480 2.150 -1.676
H: 1.991 3.588 0.469
H: -1.208 -3.089 -0.269
H: 0.017 0.925 1.540
H: -1.227 2.075 2.049
H: -2.834 3.337 0.779
H: 2.341 1.379 1.596
H: -3.431 0.705 -0.629
H: -5.343 -4.149 -0.707
H: -6.811 -2.476 0.972
H: -3.660 3.048 -0.749
H: 2.740 2.945 -1.006
H: 4.808 0.409 1.889

---

(3)
2 unconnected molecules or ions with the total composition C22H27FN4O6 at a distorted geometry. Source: OMol25; level of theory: ωB97M-V/def2-TZVPD.

Calculated values
lowest unoccupied orbital energy	-0.01069	Eh
charge	0
orbital gap	8.44	eV
E_HOMO	-8.73	eV

Element x y z (Å)
F: -2.392 -3.746 -2.541
O: 1.593 6.033 -0.790
O: -0.687 -0.141 4.933
O: -0.356 -0.705 0.932
O: 3.442 1.301 -0.986
O: 2.932 3.356 -5.488
O: 0.975 -0.344 3.422
N: 3.651 5.204 -4.444
N: -2.634 -3.321 3.020
N: 1.901 4.485 -2.334
N: 1.872 1.336 0.515
C: 1.755 2.161 -3.169
C: 4.127 5.915 -5.629
C: 1.198 1.660 -1.816
C: 3.101 3.981 -4.448
C: -3.288 -4.487 -0.463
C: 2.311 5.172 -1.269
C: -4.733 -4.649 2.993
C: -0.930 -1.580 1.579
C: -3.524 -4.191 3.823
C: -1.824 -2.392 3.695
C: -2.567 -3.441 1.615
C: -4.301 -5.301 1.678
C: -2.727 -5.381 4.368
C: 2.255 1.419 -0.737
C: -3.362 -4.388 0.933
C: -1.674 -2.704 -0.526
C: -2.448 -3.649 -1.194
C: -0.971 -1.543 3.031
C: 3.677 4.913 -0.667
C: -0.154 -0.617 3.788
C: -1.725 -2.591 0.875
C: 2.618 3.441 -3.085
H: -1.955 -5.033 5.060
H: 3.715 5.676 -3.556
H: -3.386 -6.069 4.907
H: -5.342 -5.351 3.572
H: -3.889 -5.217 -0.996
H: 0.912 2.346 -3.837
H: -0.009 0.455 5.288
H: 4.995 6.525 -5.375
H: -3.915 -3.622 4.674
H: 0.667 0.723 -1.981
H: 0.473 2.380 -1.436
H: -5.189 -5.504 1.071
H: 2.360 1.367 -3.610
H: 4.411 5.204 -6.409
H: 3.335 6.559 -6.014
H: 3.734 3.881 -0.328
H: 2.584 1.085 1.176
H: -1.030 -2.052 -1.110
H: 0.977 4.726 -2.658
H: 0.901 1.167 0.734
H: -2.236 -5.928 3.558
H: -3.805 -6.258 1.868
H: 4.452 5.102 -1.405
H: 3.527 3.174 -2.551
H: -1.860 -2.339 4.783
H: 3.819 5.572 0.188
H: -5.357 -3.777 2.770